The following is a DFT calculation (ωB97M-V/def2-TZVPD) of 2 unconnected molecules or ions with the total composition C3H9NO2.

```
15
Properties=species:S:1:pos:R:3:lowdin_charge:R:1
C -0.75650 -0.10362 2.60865 0.009
C -0.35589 -0.75872 1.29242 -0.582
O -0.87376 -0.11124 0.25336 0.084
O 0.57546 -1.52075 1.21496 0.081
H -0.51866 0.95301 2.46866 0.085
H -0.10150 -0.39287 3.42187 0.082
H -1.81762 -0.18153 2.77679 0.076
C 0.41841 1.75116 -2.51732 -0.164
N 0.81870 0.37100 -2.19265 -0.070
H 0.86480 -0.20340 -3.01839 0.059
H 1.71537 0.27752 -1.74027 0.067
H -0.53093 -0.46141 -0.57098 0.077
H 1.25089 2.41098 -2.26867 0.068
H -0.42506 2.01732 -1.87830 0.059
H 0.12621 1.90641 -3.55144 0.068
```

Values from the calculation:
Net charge: 0
LUMO (eV): 0.887
SMILES: CC(=O)O.CN
E_tot (eV): -8842.15498
Max |F| (eV/A): 2.459
Gap between HOMO and LUMO (Ha): 0.38748

The following is a DFT calculation (ωB97M-V/def2-TZVPD) of 2 unconnected molecules or ions with the total composition C3H4FNO2.

```
11
Properties=species:S:1:pos:R:3:lowdin_charge:R:1
C 0.85791 -0.39817 -1.01786 0.181
C 0.79638 0.88598 -1.16528 -0.222
C -0.19405 -0.84725 1.08117 0.096
N -1.21178 0.07634 0.91232 -0.496
O -2.30941 -0.31917 0.56431 0.064
O -0.92223 1.25959 1.07407 0.011
F 1.30482 1.54445 -2.21857 0.026
H 1.15710 -1.33842 -1.40753 0.055
H 0.31932 1.57462 -0.45986 0.103
H 0.65423 -0.55252 1.67606 0.092
H -0.45229 -1.88544 0.96116 0.089
```

Values from the calculation:
Net charge: 0
LUMO (spin up / spin down) (eV): -1.489 / -1.488
E_tot (eV): -11471.37362
Max |F| (eV/A): 4.359
Gap between HOMO and LUMO (spin up / spin down) (Ha): 0.32916 / 0.32921

The following is a DFT calculation (ωB97M-V/def2-TZVPD) of 2 unconnected molecules or ions with the total composition C3H6N2O2.

```
13
Properties=species:S:1:pos:R:3:lowdin_charge:R:1
C -0.39536 -0.75441 1.16738 -0.279
C 2.66061 1.15066 0.17356 -0.444
C -1.20433 0.56942 -0.82159 -0.119
N -0.37352 -1.90130 0.49979 0.013
N -0.70169 0.37394 0.51332 -0.161
O 2.24491 0.41795 -0.59947 0.201
O 3.15994 1.73778 1.02380 0.215
H -1.18446 1.62746 -1.07353 0.082
H -2.20055 0.22791 -0.86189 0.059
H -0.48766 -0.09365 -1.41734 0.090
H -0.02397 -2.76233 0.89896 0.074
H -0.65236 -1.88768 -0.57134 0.123
H -0.84155 1.29424 1.06834 0.147
```

Values from the calculation:
Net charge: 0
LUMO (eV): 0.572
E_tot (eV): -10282.25328
Max |F| (eV/A): 3.997
Gap between HOMO and LUMO (Ha): 0.30708

The following is a DFT calculation (ωB97M-V/def2-TZVPD) of a molecular structure, C20H22BN7O3RuS2.

```
56
Properties=species:S:1:pos:R:3:mulliken_spin:R:1
Ru 0.74380 0.07777 -0.27700 3.843
O -0.49134 3.80272 1.35338 0.021
C -0.11103 2.93531 0.60203 -0.003
N 0.89689 2.01553 0.78236 0.157
C 1.70464 2.06366 1.90174 0.009
O 1.64640 2.82406 2.83723 0.020
C 2.78643 1.00215 1.87058 0.021
C 3.83221 1.04783 2.77407 0.002
C 4.81162 0.07097 2.70174 0.002
C 4.71241 -0.91852 1.73472 -0.004
C 3.62915 -0.90100 0.87602 0.004
N 2.68858 0.04176 0.94816 0.094
C -0.78851 2.76718 -0.74230 0.011
C -1.60694 3.76537 -1.23606 0.010
C -2.18090 3.59146 -2.48519 -0.001
C -1.92038 2.42630 -3.18991 0.001
C -1.10156 1.46780 -2.61980 -0.002
N -0.54751 1.63750 -1.41623 0.078
H 3.85145 1.84375 3.50464 0.001
H 5.64603 0.08072 3.39008 0.000
H 5.46010 -1.69318 1.64291 0.000
H 3.50306 -1.64714 0.10116 -0.003
H -1.76496 4.64988 -0.63551 0.001
H -2.81894 4.35646 -2.90735 -0.001
H -2.34352 2.25337 -4.16920 0.001
H -0.87919 0.53681 -3.12232 -0.001
C 1.54319 -4.52513 -1.12995 0.002
N 0.19048 -4.02422 -0.94741 0.007
C -0.85361 -4.72446 -0.37956 0.011
C -1.93268 -3.91436 -0.43093 0.001
N -1.55774 -2.73060 -1.02696 -0.003
B -2.53184 -1.55831 -1.30113 0.031
N -2.54076 -0.49440 -0.10917 0.032
C -3.50731 0.47922 -0.11763 0.010
C -3.33008 1.27352 0.96781 0.043
N -2.24726 0.78121 1.64652 0.035
C -1.75561 1.27070 2.93192 0.007
C -1.77059 -0.29358 0.97083 -0.012
S -0.37241 -1.18603 1.49126 0.300
C -0.25819 -2.81659 -1.33054 -0.008
S 0.75657 -1.61147 -2.06241 0.241
H 1.64907 -5.43940 -0.55339 0.000
H 2.25788 -3.78604 -0.77618 0.001
H 1.73369 -4.73133 -2.18134 -0.001
H -0.73186 -5.72613 -0.00909 0.001
H -2.94500 -4.07889 -0.10958 0.000
H -2.21013 -0.98877 -2.30482 0.002
H -3.64593 -2.00095 -1.35348 0.001
H -4.25283 0.51590 -0.89210 0.003
H -3.88143 2.12698 1.32068 0.002
H -2.29936 2.17860 3.17408 0.001
H -0.69768 1.50703 2.87193 -0.008
H -1.92289 0.51749 3.69892 0.001
O 2.55676 1.00475 -1.83825 0.046
H 2.68776 1.94037 -1.64048 -0.004
H 2.51177 0.93637 -2.79950 -0.002
```

Values from the calculation:
Net charge: +1
LUMO (spin up / spin down) (eV): -2.863 / -4.604
Spin multiplicity: 6
E_tot (eV): -62596.16664
Max |F| (eV/A): 0.072
Gap between HOMO and LUMO (spin up / spin down) (Ha): 0.27838 / 0.25511

The following is a DFT calculation (ωB97M-V/def2-TZVPD) of 2 unconnected molecules or ions with the total composition C33H34N4O5.

```
76
Properties=species:S:1:pos:R:3:lowdin_charge:R:1
C 3.78055 -0.30995 -1.51129 -0.077
C 2.50250 -0.81054 -2.13554 -0.251
O 1.61615 0.31871 -2.24685 -0.048
C 0.48094 0.01999 -2.94879 -0.533
C -0.32768 1.18089 -3.19222 -0.018
C -1.47325 1.15615 -3.98802 -0.241
C -1.87796 0.00779 -4.75512 -0.018
C -3.08625 -0.00446 -5.42646 -0.048
C -3.93519 1.11464 -5.40056 -0.278
C -5.21013 1.04925 -6.05283 -0.213
N -6.25081 0.98007 -6.58694 0.118
C -3.52535 2.27606 -4.72263 -0.065
C -2.32738 2.30802 -4.04164 -0.048
O 0.24177 -1.15226 -3.26518 0.003
H 4.38899 -1.16011 -1.18961 0.077
H 4.36116 0.26694 -2.23980 0.083
H 3.59873 0.33978 -0.64594 0.065
H 2.70689 -1.23218 -3.13289 0.131
H 2.02759 -1.57551 -1.50242 0.101
H -0.01193 2.10221 -2.71956 0.100
H -1.22347 -0.86247 -4.75620 0.096
H -3.38880 -0.89895 -5.97797 0.117
H -4.18598 3.14616 -4.72558 0.116
H -2.01839 3.20270 -3.49492 0.108
C 2.72162 1.79566 3.96833 -0.006
N 2.23789 0.77569 3.06923 -0.034
C 2.93912 -0.36961 2.81075 -0.363
O 4.07471 -0.62476 3.20576 0.091
C 2.07104 -1.24179 1.89761 -0.153
C 1.65113 -2.56786 2.55254 -0.077
C 2.82611 -3.47009 2.87748 -0.234
C 3.08369 -3.85348 4.19861 -0.041
C 4.26015 -4.53750 4.51316 -0.074
C 5.14237 -4.91932 3.49564 -0.084
C 4.84126 -4.61958 2.16389 -0.072
C 3.66728 -3.92435 1.85341 -0.040
N 0.94131 -0.34957 1.61113 0.046
C -0.02579 -0.70132 0.74442 0.020
C -1.09868 0.12606 0.43273 -0.072
C -2.02611 -0.10527 -0.56131 0.041
C -3.20094 0.70760 -0.73579 -0.182
C -3.40952 1.92026 -0.02899 0.086
C -4.57274 2.67170 -0.25615 -0.143
N -4.70836 3.95756 0.34777 -0.314
O -5.73031 4.63145 0.08272 0.065
O -3.80874 4.37728 1.11005 0.055
C -5.56882 2.22850 -1.13904 0.033
C -5.37647 1.03546 -1.83278 -0.034
C -4.21694 0.29336 -1.64211 0.012
C 0.98048 0.92188 2.35151 -0.462
C -0.16266 1.05471 3.37250 0.015
C 1.04691 2.16373 1.45179 0.023
H 3.67170 1.47157 4.39542 0.101
H 2.85928 2.74123 3.43514 0.093
H 2.00064 1.97789 4.77277 0.093
H 2.62279 -1.43780 0.95436 0.149
H 1.08320 -2.34587 3.47431 0.130
H 0.98145 -3.08329 1.84508 0.122
H 2.36567 -3.58532 4.97859 0.113
H 4.48416 -4.77437 5.55428 0.105
H 6.06952 -5.43505 3.74421 0.103
H 5.51792 -4.92168 1.36207 0.106
H 3.40366 -3.71681 0.81298 0.114
H 0.06703 -1.69882 0.29843 0.156
H -1.24474 1.02677 1.02260 0.063
H -1.89777 -0.96346 -1.22574 0.137
H -2.68250 2.31551 0.67770 0.115
H -6.45486 2.84541 -1.25942 0.126
H -6.13947 0.69267 -2.53000 0.122
H -4.05730 -0.63999 -2.18021 0.127
H -0.10415 0.23006 4.09656 0.103
H -0.05756 2.01013 3.90160 0.092
H -1.14035 1.03570 2.88847 0.075
H 1.91320 2.08641 0.78040 0.106
H 0.13880 2.27832 0.85652 0.077
H 1.15796 3.05144 2.08795 0.092
```

Values from the calculation:
Net charge: 0
LUMO (eV): -2.423
E_tot (eV): -50966.22599
Max |F| (eV/A): 3.568
Gap between HOMO and LUMO (Ha): 0.13936

The following is a DFT calculation (ωB97M-V/def2-TZVPD) of a molecular structure, C10H17NOZr.

```
30
Properties=species:S:1:pos:R:3:lowdin_charge:R:1
C -1.31633 1.08043 -2.64629 -0.213
C 0.06907 0.87633 -2.89809 -0.223
C 0.81267 1.66883 -1.97679 -0.191
C -0.11603 2.36113 -1.15089 -0.195
C -1.43233 1.99503 -1.55939 -0.210
Zr -0.47283 0.04043 -0.66939 1.364
N -1.90703 -0.63617 0.00281 -0.279
C -0.48873 -2.45237 -0.79589 -0.133
C 0.50817 -1.93277 -1.58789 -0.196
H 1.90107 1.72243 -1.90929 0.113
H 0.49277 0.24163 -3.67829 0.107
H 0.13207 3.03243 -0.32759 0.119
H -2.36353 2.34473 -1.11219 0.118
H -2.14593 0.60323 -3.17079 0.113
H 0.39597 -1.89847 -2.67549 0.066
H -1.41253 -2.84497 -1.22999 0.080
H -2.82443 -1.04157 0.22441 0.012
H 1.49927 -1.72347 -1.17059 0.070
H -0.31493 -2.66877 0.26121 0.067
C 1.74997 0.79683 2.68591 -0.072
C 0.73197 -0.06307 1.94001 -0.632
C -0.00593 -0.98977 2.90471 -0.074
O -0.18933 0.77703 1.31211 -0.386
H 1.24057 1.42393 3.45061 0.090
H 2.27407 1.46773 1.97271 0.077
H 2.50217 0.15533 3.19091 0.077
H 1.26257 -0.66437 1.17351 0.105
H -0.54913 -0.39717 3.67301 0.092
H -0.74553 -1.60677 2.35511 0.057
H 0.71217 -1.66787 3.41181 0.079
```

Values from the calculation:
Net charge: 0
LUMO (eV): 0.487
E_tot (eV): -15462.04291
Max |F| (eV/A): 7.238
Gap between HOMO and LUMO (Ha): 0.30625